Entry 1:
Formula: C42H57F3N4O6PS
Source: OMol25
Level of theory: the ωB97M-V functional and the def2-TZVPD basis

- 2S+1 = 1
- net charge = +1
- energy above the lowest of the compared OMol25 structures with the same formula, charge and spin (eV) = 6.917
- lowest unoccupied orbital energy (eV) = -3.42
- Kohn-Sham gap (eV) = 7.370
- HOMO energy (eV) = -10.8

Each line ends with the Mulliken charge.
Cartesian coordinates (Å):
1 C 4.479 3.299 -0.947  -0.576
2 C 3.585 2.522 -1.744  -0.294
3 C 2.445 1.573 -2.516  0.347
4 C 2.279 0.235 -1.549  -0.629
5 C 1.186 -0.857 -2.103  0.008
6 C 0.521 -1.640 -0.782  -0.961
7 N 1.750 -1.909 0.035  1.109
8 C 1.564 -1.771 1.520  0.748
9 C 1.761 -3.047 2.584  -0.725
10 O 1.284 -0.591 2.144  -0.525
11 C 2.524 -3.128 -0.382  0.087
12 C 4.069 -2.863 -0.965  -1.011
13 O 2.151 -4.405 -0.303  -0.458
14 N -0.501 -0.605 -0.340  0.686
15 C -1.800 -0.653 -1.112  -0.294
16 N -2.832 0.240 -1.262  0.157
17 S -4.259 -0.182 -2.232  -0.119
18 C -2.777 1.590 -0.582  0.144
19 C -3.938 1.588 0.583  -0.660
20 C -3.191 1.676 2.060  0.208
21 C -2.399 3.140 2.182  0.364
22 O -3.176 4.226 2.233  -0.585
23 O -0.921 3.128 2.179  -0.198
24 C -0.388 4.082 1.160  0.185
25 C 0.293 5.431 1.855  -1.030
26 N -1.747 -2.061 -1.706  -0.227
27 C -0.507 -2.837 -1.212  0.541
28 C -1.062 -3.909 -0.107  -0.943
29 C -2.437 -3.473 0.669  0.255
30 C -2.933 -4.501 1.845  -0.931
31 C -1.814 -4.842 2.993  -0.431
32 C -1.612 -3.683 4.136  -0.238
33 O -2.429 -2.473 3.951  -0.368
34 C -1.643 -1.238 4.090  0.242
35 P -0.142 -3.944 -2.723  0.267
36 O 0.122 -3.162 -4.079  -0.616
37 H 5.172 3.872 -0.164  0.336
38 H 2.790 1.330 -3.608  0.421
39 H 1.442 2.187 -2.445  -0.141
40 H 2.019 0.669 -0.467  0.175
41 H 3.381 -0.202 -1.436  0.027
42 H 0.380 -0.428 -2.834  0.333
43 H 1.805 -1.669 -2.708  -0.081
44 H 2.753 -3.637 2.393  0.357
45 H 0.873 -3.807 2.556  -0.107
46 H 1.833 -2.621 3.692  0.363
47 H 4.671 -3.855 -0.719  0.409
48 H 4.512 -1.926 -0.402  0.312
49 H 4.000 -2.675 -2.134  0.092
50 H -0.103 0.329 -0.098  0.275
51 H -5.212 -0.756 -1.332  0.203
52 H -3.034 2.424 -1.362  0.352
53 H -1.703 1.807 -0.171  -0.414
54 H -4.549 0.568 0.576  0.317
55 H -4.719 2.447 0.419  0.320
56 H -3.976 1.511 2.914  0.496
57 H -2.418 0.793 2.087  -0.421
58 H 0.467 3.564 0.512  -0.030
59 H -1.225 4.386 0.391  0.256
60 H -0.495 6.282 2.012  0.275
61 H 1.126 5.843 1.127  0.284
62 H 0.815 5.119 2.877  0.271
63 H -1.895 -2.112 -2.747  0.486
64 H -0.235 -4.085 0.701  -0.110
65 H -1.277 -4.970 -0.602  0.520
66 H -3.373 -3.326 -0.057  0.208
67 H -2.273 -2.398 1.160  -0.271
68 H -3.860 -3.994 2.386  0.329
69 H -3.371 -5.488 1.344  0.370
70 H -2.217 -5.806 3.571  0.384
71 H -0.801 -5.202 2.485  0.229
72 H -1.941 -4.144 5.187  0.315
73 H -0.462 -3.457 4.242  0.011
74 H -1.342 -0.892 3.005  -0.282
75 H -2.310 -0.428 4.659  -0.026
76 H -0.660 -1.339 4.716  0.259
77 H -1.364 -4.727 -2.957  0.160
78 H 0.911 -4.909 -2.542  0.186
79 F 6.311 -2.882 -8.305  -0.308
80 C 5.406 -3.153 -7.355  0.228
81 C 4.051 -3.067 -7.655  -0.348
82 C 3.109 -3.354 -6.668  -0.515
83 C 3.533 -3.714 -5.386  -0.263
84 C 4.895 -3.792 -5.093  -0.414
85 C 5.837 -3.516 -6.083  -0.383
86 H 3.741 -2.777 -8.654  0.406
87 H 2.048 -3.297 -6.895  0.406
88 H 2.798 -3.933 -4.615  0.372
89 H 5.223 -4.069 -4.093  0.393
90 H 6.900 -3.581 -5.875  0.418
91 F -1.606 0.612 6.548  -0.280
92 C -2.304 1.684 6.946  0.310
93 C -2.101 2.905 6.314  -0.361
94 C -2.831 4.020 6.724  -0.462
95 C -3.749 3.904 7.771  -0.461
96 C -3.942 2.674 8.403  -0.402
97 C -3.219 1.557 7.985  -0.418
98 H -1.378 2.979 5.508  0.563
99 H -2.686 4.978 6.231  0.371
100 H -4.315 4.775 8.094  0.367
101 H -4.653 2.587 9.220  0.363
102 H -3.363 0.592 8.459  0.410
103 F 0.759 4.662 -1.463  -0.049
104 C 0.823 5.187 -2.694  0.432
105 C 1.443 6.417 -2.882  -0.531
106 C 1.514 6.961 -4.164  -0.456
107 C 0.955 6.273 -5.244  -0.508
108 C 0.330 5.041 -5.044  -0.617
109 C 0.268 4.492 -3.763  -0.087
110 H 1.865 6.941 -2.031  0.390
111 H 2.004 7.919 -4.323  0.377
112 H 1.007 6.699 -6.243  0.370
113 H -0.109 4.509 -5.885  0.367
114 H -0.205 3.531 -3.591  0.342

=====

Entry 2:
Formula: C42H57N6O7S2SiTi
Source: OMol25
Level of theory: the ωB97M-V functional and the def2-TZVPD basis

- 2S+1 = 1
- net charge = -1
- lowest unoccupied orbital energy (spin up / spin down) (eV) = 2.18 / 2.18
- Kohn-Sham gap (spin up / spin down) (eV) = 5.011 / 5.011
- HOMO energy (spin up / spin down) (eV) = -2.8 / -2.8

Each line ends with the Mulliken charge.
Cartesian coordinates (Å):
1 Ti -0.570 1.439 1.194  -1.623
2 C 1.908 0.534 6.028  -0.598
3 S 2.115 2.153 5.274  -0.154
4 C 1.006 2.064 3.889  0.517
5 S 0.164 0.623 3.467  -0.429
6 N 0.887 3.166 3.241  -1.578
7 N 0.040 3.068 2.158  1.665
8 C -0.223 4.296 1.584  -1.025
9 C -1.090 4.241 0.542  0.414
10 C -1.441 5.304 -0.359  -1.248
11 C -2.411 5.125 -1.279  -0.642
12 C -3.097 3.859 -1.335  -0.789
13 C -2.653 2.844 -0.557  -0.285
14 N -1.604 2.945 0.319  1.100
15 H 2.612 0.508 6.861  0.360
16 H 0.897 0.389 6.401  0.275
17 H 2.146 -0.265 5.329  0.099
18 H 0.300 5.173 1.935  0.317
19 H -0.918 6.248 -0.255  0.448
20 H -2.691 5.925 -1.954  0.389
21 H -3.938 3.703 -1.997  0.424
22 H -3.135 1.875 -0.574  0.323
23 C -4.986 -2.513 0.238  -1.718
24 O -3.696 -2.392 -0.320  0.899
25 C -3.109 -3.490 -0.849  1.176
26 C -3.739 -4.722 -0.968  -0.866
27 C -3.096 -5.796 -1.572  -0.798
28 C -1.807 -5.649 -2.049  -0.921
29 C -1.163 -4.429 -1.899  -0.440
30 C -1.788 -3.341 -1.305  -0.247
31 N -1.097 -2.122 -1.224  0.119
32 C -1.295 -1.154 -0.277  -0.511
33 N -1.473 -1.613 0.987  0.745
34 C -2.314 -0.948 1.915  -1.020
35 C -2.293 0.430 2.018  1.090
36 C -3.237 1.005 2.883  -0.769
37 C -4.084 0.227 3.649  -1.261
38 C -4.007 -1.169 3.607  -0.184
39 C -3.115 -1.757 2.732  0.925
40 O -2.956 -3.115 2.569  -0.262
41 C -3.577 -3.943 3.522  -1.143
42 N -1.222 0.120 -0.542  1.031
43 C -1.229 0.577 -1.883  -0.462
44 C -0.310 1.554 -2.270  0.139
45 C -0.360 2.146 -3.519  -0.907
46 C -1.333 1.768 -4.432  -1.018
47 C -2.262 0.808 -4.066  -0.194
48 C -2.226 0.230 -2.805  0.854
49 O -3.203 -0.685 -2.473  -0.455
50 C -4.386 -0.098 -1.952  -0.461
51 H -5.218 -1.536 0.657  0.408
52 H -5.001 -3.258 1.040  0.421
53 H -5.725 -2.778 -0.524  0.436
54 H -4.752 -4.842 -0.611  0.461
55 H -3.613 -6.743 -1.662  0.412
56 H -1.292 -6.475 -2.521  0.408
57 H -0.141 -4.308 -2.236  0.470
58 H -0.581 -1.821 -2.037  0.475
59 H -1.442 -2.615 1.083  0.732
60 H -3.265 2.085 2.984  0.482
61 H -4.790 0.693 4.326  0.382
62 H -4.644 -1.767 4.245  0.386
63 H -3.255 -4.959 3.302  0.278
64 H -4.669 -3.890 3.452  0.389
65 H -3.276 -3.673 4.538  0.376
66 H 0.448 1.872 -1.569  -0.747
67 H 0.371 2.905 -3.770  0.490
68 H -1.380 2.222 -5.414  0.384
69 H -3.047 0.495 -4.745  0.424
70 H -5.169 -0.850 -2.017  0.169
71 H -4.677 0.781 -2.533  0.474
72 H -4.250 0.188 -0.904  -0.174
73 C 2.359 -2.634 -2.738  -1.645
74 C 2.736 -1.166 -2.570  1.961
75 C 2.330 -0.371 -3.805  -1.403
76 C 4.242 -1.054 -2.349  -1.462
77 O 1.977 -0.683 -1.458  1.456
78 Si 2.400 0.485 -0.369  -3.302
79 O 1.163 0.827 0.566  1.858
80 O 2.882 1.760 -1.294  0.353
81 C 3.518 2.972 -0.858  2.081
82 C 3.134 3.331 0.572  -1.491
83 C 3.030 4.052 -1.816  -1.749
84 C 5.027 2.777 -0.980  -1.769
85 O 3.728 0.000 0.473  0.341
86 C 3.824 -0.904 1.579  1.950
87 C 5.106 -1.702 1.370  -2.020
88 C 2.621 -1.842 1.645  -1.198
89 C 3.918 -0.063 2.843  -1.221
90 H 2.834 -3.062 -3.623  0.455
91 H 1.279 -2.726 -2.847  0.197
92 H 2.662 -3.206 -1.859  0.331
93 H 2.857 -0.742 -4.688  0.527
94 H 2.574 0.682 -3.660  0.061
95 H 1.255 -0.449 -3.978  0.178
96 H 4.767 -1.480 -3.207  0.541
97 H 4.544 -1.591 -1.451  0.063
98 H 4.543 -0.012 -2.241  0.177
99 H 2.056 3.456 0.671  0.076
100 H 3.615 4.270 0.857  0.674
101 H 3.453 2.563 1.277  0.085
102 H 1.950 4.178 -1.713  0.181
103 H 3.257 3.768 -2.846  0.345
104 H 3.511 5.008 -1.599  0.420
105 H 5.345 1.955 -0.338  0.128
106 H 5.559 3.684 -0.685  0.492
107 H 5.293 2.540 -2.014  0.314
108 H 5.026 -2.329 0.480  0.375
109 H 5.300 -2.348 2.229  0.426
110 H 5.952 -1.023 1.243  0.323
111 H 2.535 -2.418 0.721  0.026
112 H 1.700 -1.277 1.806  -0.068
113 H 2.739 -2.539 2.479  0.572
114 H 4.772 0.614 2.778  0.273
115 H 4.041 -0.696 3.726  0.497
116 H 3.009 0.525 2.963  -0.247

=====

Number 1: molecular weight 833.97 g/mol, electronic energy -3343.303167 hartree. Number 2: molecular weight 898.04 g/mol, electronic energy -4425.555096 hartree.